Formula: C5H6
Source: the OMol25 dataset
Level of theory: ωB97M-V with the def2-TZVPD basis set

## Properties
Relative energy (zero: lowest compared OMol25 entry of this formula, charge and spin) (eV): 2.0233
Molecular weight (g/mol): 66.10
Charge: 0
SMILES: C#CC(=C)C
Total energy (a.u.): -194.006132

Each line ends with the Mulliken charge.
CARTESIAN COORDINATES (ANGSTROEM)
1 C 0.82507 1.41668 1.74223  0.263
2 C 0.41234 0.83853 0.79565  -0.704
3 C -0.15223 0.06135 -0.31877  0.420
4 C 0.04676 0.41151 -1.59937  -0.856
5 C -0.65912 -1.14616 0.20545  -1.025
6 H 1.41540 1.98117 2.41963  0.447
7 H 0.59106 1.30331 -1.85174  0.328
8 H -0.08537 -0.37061 -2.35409  0.261
9 H -0.93941 -1.97023 -0.56913  0.305
10 H -1.60747 -0.91633 0.77769  0.250
11 H 0.15295 -1.60921 0.75245  0.311


Formula: C5H6BCuF8N5O4S3
Source: the OMol25 dataset
Level of theory: ωB97M-V with the def2-TZVPD basis set

## Properties
Molecular weight (g/mol): 522.68
Spin multiplicity: 2
Charge: 0
⟨S²⟩: 0.75
Total energy (a.u.): -4427.622652

Each line ends with the Mulliken spin population.
CARTESIAN COORDINATES (ANGSTROEM)
1 Cu -0.74916 -2.16044 -0.59348  0.674
2 C -2.75772 2.04650 -0.95241  0.000
3 C -1.58057 1.38142 -1.57228  0.001
4 N -0.51622 2.03235 -1.77680  0.001
5 N 0.56366 1.36302 -2.30552  0.001
6 C 0.67472 0.03150 -2.38751  0.003
7 S 2.02651 -0.84684 -2.55738  0.004
8 N -1.77879 0.04278 -2.02245  -0.004
9 N -2.37923 -0.82620 -1.07501  -0.036
10 H -2.60406 3.12016 -1.00891  0.000
11 H -2.83289 1.77196 0.10020  0.001
12 H -3.68059 1.78059 -1.46774  0.000
13 H 1.42032 1.88977 -2.28198  0.000
14 H -2.45736 -0.36666 -0.16406  -0.005
15 H -3.26812 -1.14218 -1.43771  -0.001
16 F -1.40421 -2.27435 2.68200  -0.002
17 C -0.22798 -1.62494 2.74696  0.011
18 F -0.25343 -0.79898 3.77577  0.003
19 F 0.74042 -2.52025 2.91551  -0.001
20 S 0.00470 -0.72546 1.11205  0.053
21 O -0.50847 -0.66016 -2.29444  -0.006
22 O -1.12908 0.22098 1.13799  0.041
23 N 1.44570 -0.18494 1.10919  0.006
24 S 2.04280 1.00245 2.02184  0.004
25 O 1.08824 2.02127 2.31563  0.001
26 O 2.91154 0.49907 3.03030  0.004
27 C 3.15548 1.71338 0.71945  0.002
28 F 3.85171 2.71085 1.25389  0.000
29 F 2.42696 2.19804 -0.30172  0.000
30 F 3.99136 0.80065 0.24329  0.000
31 F -0.19815 -4.96660 -0.60725  0.015
32 B 0.36865 -3.78517 -0.39203  0.213
33 F 1.61327 -3.74355 0.03460  0.019


Formula: C5H6Br9CaO2Rb
Source: the OMol25 dataset
Level of theory: ωB97M-V with the def2-TZVPD basis set

## Properties
Relative energy (zero: lowest compared OMol25 entry of this formula, charge and spin) (eV): 1.6528
Molecular weight (g/mol): 942.78
Charge: +2
Total energy (a.u.): -24211.883596

Each line ends with the Mulliken charge.
CARTESIAN COORDINATES (ANGSTROEM)
1 Rb -1.48407 1.03983 -5.55732  1.026
2 Ca 0.24033 3.28182 -2.69739  1.475
3 C -0.70189 -0.43079 -0.81807  -0.843
4 C -0.60511 0.97296 -1.44642  1.244
5 O -0.83840 1.04969 -2.67829  -0.838
6 O -0.16576 1.98129 -0.85446  -0.715
7 H -1.75499 -0.68318 -0.94947  0.283
8 H -0.52053 -0.39074 0.25522  0.067
9 H -0.03859 -1.09992 -1.36287  0.380
10 C 1.43609 1.27877 2.06537  0.223
11 Br 0.90852 -0.47564 2.88912  0.003
12 Br 3.36270 1.56293 2.33714  -0.031
13 Br 0.36536 2.82874 2.69149  -0.089
14 H 1.36754 1.20517 0.98258  -0.193
15 C 3.84922 -2.37207 -0.36114  -0.387
16 Br 4.49808 -3.35736 -1.99758  -0.015
17 Br 2.81729 -3.57643 0.82258  0.013
18 Br 2.64645 -0.86357 -0.87911  -0.051
19 H 4.69171 -2.00388 0.22010  0.424
20 C -3.96300 -0.12115 1.48105  -0.345
21 Br -2.55448 1.18916 1.93905  0.058
22 Br -4.82813 0.40502 -0.23511  -0.061
23 Br -5.29964 -0.38945 2.93560  0.002
24 H -3.42871 -1.03118 1.21795  0.368


Formula: C5H6BrCl
Source: the OMol25 dataset
Level of theory: ωB97M-V with the def2-TZVPD basis set

## Properties
Relative energy (zero: lowest compared OMol25 entry of this formula, charge and spin) (eV): 1.0423
Molecular weight (g/mol): 181.46
Charge: 0
SMILES: C=C(Cl)Br.C#CC
Total energy (a.u.): -3228.223819

Each line ends with the Mulliken charge.
CARTESIAN COORDINATES (ANGSTROEM)
1 C 1.54001 0.62631 -2.72775  -0.659
2 C 1.16728 -0.63930 -2.74647  0.412
3 Cl -0.47068 -1.15668 -2.79682  -0.145
4 Br 2.43459 -2.04996 -2.71572  -0.120
5 H 0.80942 1.41508 -2.74705  0.234
6 H 2.57837 0.90323 -2.69056  0.267
7 C -1.36763 1.01702 0.01282  -0.147
8 C -1.18217 0.14896 0.81452  0.084
9 C -0.94624 -0.89816 1.78171  -1.144
10 H -1.53841 1.77769 -0.68865  0.387
11 H -0.42169 -0.49305 2.64663  0.281
12 H -0.33910 -1.68655 1.33672  0.271
13 H -1.89481 -1.32272 2.10965  0.279


Formula: C5H6BrClN5
Source: the OMol25 dataset
Level of theory: ωB97M-V with the def2-TZVPD basis set

## Properties
Relative energy (zero: lowest compared OMol25 entry of this formula, charge and spin) (eV): 1.2748
Molecular weight (g/mol): 251.50
Charge: +1
SMILES: [H]/N=C/N=C1/C(Cl)=NC[N+](N)=C1Br
Total energy (a.u.): -3501.727915

Each line ends with the Mulliken charge.
CARTESIAN COORDINATES (ANGSTROEM)
1 H -0.56779 3.15338 2.72128  0.285
2 N -0.24318 2.31808 2.26212  -0.539
3 C 0.29344 2.58116 1.15617  -0.091
4 N 1.00236 1.67833 0.49028  -0.339
5 C 0.76639 0.72435 -0.27035  0.423
6 C 1.88690 -0.25810 -0.62096  0.452
7 Cl 3.42977 0.33409 -0.62564  -0.073
8 N 1.62060 -1.46985 -0.49935  -0.391
9 C 0.40092 -2.05911 -0.27834  -0.396
10 N -0.73538 -1.15107 -0.57488  0.546
11 N -1.95025 -1.66733 -0.80888  -0.941
12 C -0.60924 0.14460 -0.48200  0.436
13 Br -2.06416 1.28869 -1.03494  -0.012
14 H 0.65928 3.47287 0.80547  0.432
15 H 0.46112 -2.92463 -0.86789  0.427
16 H 0.33243 -2.39588 0.72059  0.348
17 H -2.47302 -1.21612 -1.54872  0.232
18 H -2.21018 -2.55345 -0.54396  0.201


Formula: C5H6BrNS
Source: the OMol25 dataset
Level of theory: ωB97M-V with the def2-TZVPD basis set

## Properties
Relative energy (zero: lowest compared OMol25 entry of this formula, charge and spin) (eV): 4.2687
Molecular weight (g/mol): 192.08
Charge: 0
Total energy (a.u.): -3220.911634

Each line ends with the Mulliken charge.
CARTESIAN COORDINATES (ANGSTROEM)
1 C -1.70178 1.43163 0.17992  -0.244
2 C -0.79810 2.49636 -0.02122  -0.253
3 C 0.15559 0.23721 0.05530  0.201
4 C 0.52454 -2.01875 -0.58683  -0.930
5 C 1.09440 -0.83051 0.07309  0.275
6 N -1.14982 0.23074 0.16755  -0.538
7 S 0.80777 1.94439 -0.03663  -0.109
8 Br 2.94966 -0.31819 0.19962  -0.133
9 H -2.74896 1.72069 0.12616  0.371
10 H -1.24521 3.50068 0.12201  0.342
11 H -0.47481 -1.93193 -0.82427  0.424
12 H 0.70121 -2.93018 -0.01510  0.253
13 H 0.98530 -2.28443 -1.63234  0.266
14 H 0.90021 -1.24772 2.19275  0.075


Formula: C5H6BrP
Source: the OMol25 dataset
Level of theory: ωB97M-V with the def2-TZVPD basis set

## Properties
Relative energy (zero: lowest compared OMol25 entry of this formula, charge and spin) (eV): 3.3636
Molecular weight (g/mol): 176.98
Charge: 0
Total energy (a.u.): -3109.281385

Each line ends with the Mulliken charge.
CARTESIAN COORDINATES (ANGSTROEM)
1 C -0.75616 -1.17819 0.30431  -0.436
2 C 0.56561 -1.48738 0.11621  -0.228
3 C -0.35618 1.19144 0.09969  -0.136
4 C -1.41771 0.09026 0.03063  -0.259
5 C 1.47612 -0.48107 -0.39557  -0.388
6 P -0.66231 2.78967 -0.05630  -0.198
7 Br 3.32623 -0.63051 -0.12134  -0.130
8 H -1.35856 -1.91412 0.85763  0.294
9 H 1.03189 -2.26853 0.57172  0.419
10 H -1.57364 0.13969 -1.07526  0.266
11 H -2.20848 0.22556 0.77354  0.356
12 H 1.24690 0.22007 -1.23727  0.416
13 H 0.68627 3.30312 0.13201  0.024


Formula: C5H6Cl2
Source: the OMol25 dataset
Level of theory: ωB97M-V with the def2-TZVPD basis set

## Properties
Relative energy (zero: lowest compared OMol25 entry of this formula, charge and spin) (eV): 3.8221
Molecular weight (g/mol): 137.01
Charge: 0
Total energy (a.u.): -1114.321234

Each line ends with the Mulliken charge.
CARTESIAN COORDINATES (ANGSTROEM)
1 C 1.13413 0.96973 -0.10817  -0.532
2 C 0.30381 0.91678 -1.48365  -0.375
3 C -0.08976 0.15160 -0.24069  0.383
4 C 0.62196 -0.19255 -2.32204  0.037
5 C -0.31919 -1.14115 0.29079  -1.139
6 Cl 2.03289 -1.18643 -2.16484  -0.130
7 Cl -0.68034 -0.83410 -3.32320  -0.145
8 H 2.09783 0.31611 -0.19849  0.141
9 H 1.08255 1.96847 0.37847  0.271
10 H -0.12209 1.81113 -1.71340  0.520
11 H 0.54353 -1.66742 0.73277  0.281
12 H -0.72667 -1.71903 -0.48250  0.284
13 H -0.98067 -1.19819 1.08870  0.402


Formula: C5H6Cl2
Source: the OMol25 dataset
Level of theory: ωB97M-V with the def2-TZVPD basis set

## Properties
Relative energy (zero: lowest compared OMol25 entry of this formula, charge and spin) (eV): 4.5562
Molecular weight (g/mol): 137.01
Charge: 0
Total energy (a.u.): -1114.294258

Each line ends with the Mulliken charge.
CARTESIAN COORDINATES (ANGSTROEM)
1 C 0.08636 -0.41802 0.48448  0.203
2 C -1.09445 -0.59752 1.18197  -0.936
3 C 1.29196 -0.10429 0.04172  -0.071
4 C -2.54976 -0.30155 0.55803  0.118
5 C 1.83328 0.61184 -1.18398  -0.934
6 Cl -2.72097 -1.16550 -0.89855  -0.114
7 Cl -2.54776 1.47586 0.15020  -0.185
8 H -1.28276 -1.52339 1.55418  0.429
9 H -1.04076 0.13066 1.99105  0.307
10 H 1.92301 -0.61477 0.70362  0.325
11 H 2.00653 1.72699 -0.98995  0.242
12 H 1.21978 0.50491 -2.07371  0.330
13 H 2.87553 0.27477 -1.51904  0.286


Formula: C5H6Cl2HoN2O4Sc
Source: the OMol25 dataset
Level of theory: ωB97M-V with the def2-TZVPD basis set

## Properties
Relative energy (zero: lowest compared OMol25 entry of this formula, charge and spin) (eV): 1.2954
Molecular weight (g/mol): 438.90
Spin multiplicity: 5
Charge: +4
⟨S²⟩: 6.00
Total energy (a.u.): -3232.181246

Each line ends with the Mulliken spin population.
CARTESIAN COORDINATES (ANGSTROEM)
1 Sc 0.83583 -0.50450 -5.78061  0.000
2 Ho 0.07292 -0.73302 0.09889  4.030
3 Cl -0.86638 -0.08977 -4.31641  0.000
4 Cl 2.19666 -1.90655 0.30655  -0.026
5 C -0.68580 -2.30997 1.54351  -0.005
6 C 0.11621 0.01414 -7.73282  0.000
7 C 0.32189 -2.35119 -6.70919  0.000
8 O -0.91613 -3.19895 2.27564  0.003
9 O -0.42166 -0.22267 -8.73713  0.000
10 O 0.12639 -3.06287 -7.61581  0.000
11 C 1.44226 2.01660 3.50049  0.000
12 N -0.01528 1.85030 3.61950  -0.001
13 C -0.65917 0.95115 2.88303  0.001
14 N -1.88146 0.41866 3.16881  0.000
15 O -0.05495 0.48946 1.80730  -0.002
16 H 1.87263 1.28488 2.79870  0.000
17 H 1.84115 1.89673 4.51410  0.000
18 H 1.65205 3.04602 3.19251  0.000
19 H -0.39759 2.16109 4.52249  0.000
20 H -2.06648 -0.50457 2.75597  0.000
21 H -2.51309 0.75501 3.90448  0.000